# 1
{"formula": "C10H13N2", "method": "ωB97M-V/def2-TZVPD", "elements": ["C", "C", "C", "C", "C", "C", "C", "C", "C", "C", "N", "N", "H", "H", "H", "H", "H", "H", "H", "H", "H", "H", "H", "H", "H"], "xyz": [[0.70, -3.44, -2.38], [1.31, -3.00, -1.26], [-0.51, -2.90, -2.81], [0.74, -1.99, -0.50], [-1.10, -1.87, -2.12], [-0.44, -1.36, -0.97], [-0.43, 1.63, 0.95], [-1.33, 2.43, 0.06], [-0.03, 0.55, 0.00], [-1.75, 3.07, -0.86], [-0.90, -0.31, -0.31], [1.39, 3.45, 4.57], [1.05, -4.36, -2.91], [2.30, -3.37, -0.87], [-1.00, -3.31, -3.56], [1.17, -1.60, 0.45], [-2.18, -1.59, -2.38], [0.45, 2.26, 1.20], [-2.06, -0.52, -0.08], [0.91, 0.44, -0.57], [-1.03, 1.31, 1.78], [-2.25, 3.53, -1.66], [1.58, 4.28, 4.06], [2.24, 2.95, 4.68], [1.15, 3.72, 5.50]], "e_homo_ev": -12.59, "total_charge": 1, "mol_weight_da": 161.23, "lumo_ev": -4.64}

=====

# 2
{"formula": "C10H13N2", "method": "ωB97M-V/def2-TZVPD", "elements": ["C", "C", "C", "C", "C", "C", "C", "C", "C", "C", "N", "N", "H", "H", "H", "H", "H", "H", "H", "H", "H", "H", "H", "H", "H"], "xyz": [[1.87, 1.76, 0.73], [2.78, 0.62, 0.86], [0.54, 1.83, 0.56], [2.33, -1.44, -0.64], [2.82, -0.43, 0.04], [-0.13, -1.33, 0.12], [0.29, -2.65, 0.55], [-0.56, 1.05, -0.23], [-0.20, 0.75, -1.70], [-2.32, -0.46, 0.84], [0.99, -1.75, -0.42], [-0.96, -0.31, 0.29], [2.46, 2.54, 1.16], [3.33, 0.84, 1.78], [0.20, 2.74, 0.79], [2.87, -2.01, -1.52], [0.61, -2.85, 1.51], [-0.22, -3.47, 0.05], [-1.33, 1.76, -0.29], [-0.74, 0.00, -2.19], [0.75, 0.60, -1.93], [-0.38, 1.71, -2.26], [-2.51, 0.41, 1.27], [-3.00, -0.58, 0.07], [-2.27, -1.24, 1.48]], "e_homo_ev": [-10.10, -13.23], "total_charge": 1, "mol_weight_da": 161.23, "lumo_ev": [-3.09, -6.30], "s2": 2.029, "spin_multiplicity": 3}